# 1
Molecular formula: C12H23Br2F3IN4O6S2
Method: DFT, ωB97M-V with the def2-TZVPD basis set

Kohn-Sham gap in eV: 8.2
Lowest unoccupied orbital energy in hartree: -0.174
Total charge: +1
Highest occupied orbital energy in eV: -12.887
Multiplicity: 1

XYZ file:
```
53
Properties=species:S:1:pos:R:3:forces:R:3
N 1.8688 2.5211 0.5342 0.450 0.369 0.166
C 1.3228 1.2874 0.3653 -2.329 -3.995 -0.667
N 1.4578 0.0592 1.1535 -3.463 0.541 -5.171
C 0.5888 -0.8610 0.4348 0.212 3.020 -1.110
N -0.0716 -0.2397 -0.7303 2.257 -0.673 3.555
C -1.0685 -0.8843 -1.6756 -0.350 -1.548 0.282
C -2.4126 -1.3522 -0.8548 1.252 1.303 -1.073
C -3.4955 -0.1861 -1.0700 -0.674 -0.429 -0.217
F -2.9586 1.1457 -1.0653 -0.540 -2.762 0.382
Br -4.2755 -0.4993 -2.9066 0.669 0.499 1.049
C -4.7462 -0.2115 -0.0524 -2.628 1.808 -0.562
F -5.8347 -1.0535 -0.5039 3.207 1.863 1.341
F -5.3020 1.1324 -0.0695 1.259 -3.214 -0.034
Br -4.2886 -0.5873 1.8370 -0.272 0.107 -1.469
N 0.4033 1.0514 -0.7499 1.756 0.035 2.291
I -0.0324 2.5407 -2.0973 -0.104 -0.541 0.104
H 1.2955 3.3513 0.7923 0.714 -1.232 -0.436
H 2.8928 2.6519 0.4409 -1.231 -0.229 0.413
H 0.3356 -1.9620 0.6897 0.749 2.231 -0.364
H -1.3206 -0.2099 -2.5711 0.727 -1.022 1.460
H -0.5609 -1.8799 -1.9939 -0.693 2.031 0.174
H -2.0711 -1.5050 0.2265 -1.015 0.156 -1.469
H -2.7582 -2.3165 -1.3820 0.265 1.615 1.214
O 2.5053 -1.8413 -3.2212 -0.596 0.421 -0.298
S 2.4247 -0.7419 -4.1494 0.960 0.033 -0.974
O 1.1679 -0.1134 -4.4778 0.190 -0.468 0.585
O 3.1778 -1.1524 -5.5214 -0.172 0.776 1.251
C 2.7440 -2.3279 -6.2100 -0.578 -0.929 -0.646
C 1.4128 -2.1145 -6.9073 -0.261 0.165 0.129
C 3.5548 0.5234 -3.6370 0.095 -0.051 -0.137
H 2.6995 -3.1789 -5.5237 0.053 0.184 0.089
H 3.5056 -2.5574 -6.9592 0.132 0.290 0.293
H 0.6107 -1.9442 -6.1854 0.063 -0.059 -0.073
H 1.1432 -2.9882 -7.5047 0.148 0.050 0.027
H 1.4545 -1.2363 -7.5567 0.046 -0.138 0.002
H 4.5209 0.0706 -3.4170 -0.104 -0.002 -0.052
H 3.1437 0.9881 -2.7396 -0.063 -0.116 -0.068
H 3.6401 1.2644 -4.4317 -0.036 -0.108 0.043
O -2.0116 -0.1186 5.1196 0.723 0.017 -0.025
S -0.7154 0.4952 4.9830 0.303 0.597 0.507
O 0.5034 -0.2717 5.0411 -0.912 0.137 -0.084
O -0.6049 1.7312 6.0231 -0.102 -0.416 -1.297
C -0.8106 1.4690 7.4133 0.013 -0.365 1.181
C 0.3671 0.7362 8.0294 0.166 -0.273 -0.146
C -0.6913 1.4483 3.4887 -0.097 0.241 0.031
H -1.7432 0.9174 7.5648 0.056 0.025 -0.201
H -0.9249 2.4376 7.9065 -0.031 0.031 -0.424
H 0.4760 -0.2646 7.6054 -0.034 0.088 0.074
H 0.2356 0.6283 9.1083 -0.057 0.120 -0.084
H 1.2994 1.2725 7.8345 -0.115 0.013 0.082
H -1.5904 2.0623 3.4428 0.061 -0.050 0.068
H -0.6703 0.7483 2.6527 -0.023 -0.054 0.209
H 0.2072 2.0655 3.4778 -0.048 -0.093 0.076
```
Positions in Å, forces in eV/Å.

---

# 2
Molecular formula: C12H23Cl10Mg2O2
Method: DFT, ωB97M-V with the def2-TZVPD basis set

Kohn-Sham gap in eV: 1.8
Lowest unoccupied orbital energy in hartree: -0.513
Total charge: +3
Highest occupied orbital energy in eV: -15.806
Relative energy (zero: lowest compared OMol25 entry of this formula, charge and spin) in kJ/mol: 0.0
Multiplicity: 1

XYZ file:
```
49
Properties=species:S:1:pos:R:3:forces:R:3
Mg 3.0277 -3.3349 -0.8336 -1.053 0.661 0.220
Mg 1.9268 0.5032 -3.7752 -1.474 0.984 0.435
C -0.3556 -1.0740 -0.5064 0.160 0.069 -0.252
C 0.8695 -1.0927 -1.3583 -1.101 0.037 0.872
O 1.0350 -0.1686 -2.2016 1.489 -1.000 -0.312
O 1.6702 -2.0911 -1.1578 1.425 -0.138 -0.688
H -0.7299 -2.0929 -0.4190 -0.165 0.050 0.023
H -1.0971 -0.3953 -0.9174 -0.055 -0.063 0.022
H -0.1029 -0.7342 0.5058 0.110 0.020 -0.017
Cl 0.6758 4.1384 2.2730 0.027 0.223 -0.061
C 1.9281 3.7698 1.0620 -0.513 -0.169 0.444
C 1.3823 2.8158 0.0173 1.160 -0.031 -0.212
Cl -0.0548 3.4141 -0.8336 -0.032 -0.014 -0.114
H 2.7230 3.3141 1.6501 0.139 -0.201 -0.342
H 2.3168 4.6701 0.5922 -0.267 0.181 0.153
H 1.1696 1.8233 0.4054 -0.185 0.089 0.228
H 2.2020 2.7311 -0.7115 -0.278 -0.123 -0.124
Cl -0.1251 1.5321 -4.5283 0.348 -1.250 -0.310
C -1.0749 3.0916 -4.5684 0.132 1.684 0.364
C -0.2982 4.1701 -5.3079 -0.556 -0.884 -0.254
Cl 1.1263 4.6194 -4.3919 0.470 0.137 0.184
H -1.1811 3.3582 -3.5196 -0.056 -0.166 0.019
H -2.0364 2.8281 -5.0015 0.160 -0.248 -0.230
H -0.9565 5.0286 -5.4336 0.030 0.080 0.085
H 0.0073 3.8085 -6.2876 -0.018 0.187 -0.061
Cl -4.0817 2.2044 3.7211 0.325 0.192 -0.345
C -2.5047 2.6295 2.9627 -0.349 -0.209 0.718
C -2.1664 1.6994 1.8211 -0.457 0.266 0.302
Cl -2.0342 0.0201 2.4378 0.396 -0.173 -0.172
H -1.7747 2.5381 3.7647 0.112 0.004 -0.095
H -2.5458 3.6749 2.6666 -0.070 -0.063 -0.268
H -1.2242 2.0142 1.3790 0.033 -0.185 -0.051
H -2.9687 1.6650 1.0887 0.076 0.147 -0.091
Cl 1.9724 -2.3958 5.9572 -0.064 -0.024 -0.136
C 2.5145 -1.5466 4.5125 -0.476 0.235 -0.676
C 1.3271 -1.0834 3.6493 0.731 -0.233 0.408
Cl 2.0597 -0.0770 2.3281 -0.090 0.043 -0.333
H 3.1200 -2.2021 3.8873 0.158 -0.131 0.280
H 3.1129 -0.6838 4.7886 0.006 -0.010 0.190
H 0.6148 -0.4760 4.1962 -0.042 0.088 -0.109
H 0.8468 -1.9018 3.1258 -0.234 -0.076 0.259
Cl -1.7792 -8.3440 -1.0099 0.074 -0.317 0.171
C -0.7542 -6.9254 -0.8976 -0.095 0.838 -0.115
C -1.6321 -5.6890 -0.6846 0.421 0.156 -0.208
Cl -2.5470 -5.3260 -2.1644 -0.354 -0.034 -0.004
H -0.2132 -6.8494 -1.8412 0.019 0.059 0.006
H -0.0325 -7.0045 -0.0826 -0.166 -0.287 0.131
H -1.0859 -4.7490 -0.5434 0.456 -0.358 0.300
H -2.2716 -5.8246 0.1842 -0.309 -0.044 -0.233
```
Positions in Å, forces in eV/Å.

---

# 3
Molecular formula: C12H23Cl12NO
Method: DFT, ωB97M-V with the def2-TZVPD basis set

Kohn-Sham gap in eV: 9.4
Lowest unoccupied orbital energy in hartree: 0.005
Highest occupied orbital energy in eV: -9.291
Relative energy (zero: lowest compared OMol25 entry of this formula, charge and spin) in kJ/mol: 0.0
Multiplicity: 1

XYZ file:
```
49
Properties=species:S:1:pos:R:3:forces:R:3
Cl -0.2063 -0.2346 -1.5190 0.076 0.229 -0.106
C 1.3165 0.0673 -0.6589 -0.674 -0.399 0.414
Cl 1.0964 1.3489 0.5652 0.113 -0.006 -0.501
Cl 1.7342 -1.4089 0.2061 0.175 -0.118 -0.112
Cl 2.5362 0.4543 -1.8417 0.342 0.340 0.009
C -5.6256 -2.0048 -2.9718 0.727 0.606 -1.018
N -4.5119 -1.2215 -3.6070 -1.473 -0.728 1.092
C -3.2220 -1.2129 -2.9790 0.706 -1.121 0.676
C -4.7492 -0.4194 -4.6305 0.216 1.078 -1.178
O -3.9127 0.3248 -5.1165 -0.142 0.028 -0.151
H -5.3399 -3.0546 -2.9049 0.097 0.106 0.419
H -6.5011 -1.9807 -3.6206 0.162 0.150 -0.239
H -5.9579 -1.5616 -2.0331 0.419 -0.249 0.157
H -2.7577 -2.1790 -3.1770 0.083 -0.323 0.312
H -2.4625 -0.5180 -3.3371 -0.855 0.500 -0.324
H -3.3575 -1.1050 -1.9028 0.165 0.019 0.085
H -5.7673 -0.4695 -5.0466 -0.092 -0.122 0.148
Cl 5.0902 -0.5797 2.8890 0.515 -0.055 -0.135
C 3.4176 -0.1725 3.1922 -1.463 0.155 1.268
C 2.6309 -1.4671 3.5192 0.724 0.957 -1.304
Cl 0.9041 -1.1064 3.8004 0.348 -0.103 0.059
H 2.9947 0.3829 2.3551 0.089 -0.394 -0.116
H 3.3204 0.4889 4.0531 0.418 0.085 0.016
H 3.0811 -1.9899 4.3631 -0.265 0.005 -0.150
H 2.7247 -1.9999 2.5729 -0.301 -0.737 0.489
Cl 7.3761 -0.8671 -1.8353 -0.288 -0.237 -0.389
C 5.8585 -1.5387 -2.5545 -0.632 0.858 1.712
C 5.5862 -2.9527 -2.0485 0.536 -0.574 -0.251
Cl 5.0181 -3.0906 -0.3312 -0.118 0.587 -0.442
H 5.7941 -1.2501 -3.6036 0.478 -1.016 -0.160
H 5.0684 -0.9275 -2.1182 0.012 0.104 0.155
H 6.4820 -3.5682 -1.9658 0.014 0.188 -0.681
H 4.8433 -3.4517 -2.6708 0.024 0.072 0.085
Cl -2.2334 -0.6186 1.1562 0.111 -0.313 -0.036
C -2.7126 0.9849 0.5345 0.263 -0.335 0.775
C -4.1545 1.2390 0.9180 -0.192 0.037 -0.716
Cl -5.2609 0.0980 -0.0177 0.532 0.894 0.682
H -2.4600 1.0321 -0.5248 -0.472 -0.023 0.059
H -2.0338 1.6543 1.0630 -0.256 0.309 -0.020
H -4.4172 2.2696 0.6794 -0.219 -0.143 -0.334
H -4.3482 1.1146 1.9834 0.135 -0.370 -0.185
Cl -0.3021 2.2714 4.3802 -0.105 -0.012 -0.191
C 0.0068 3.7086 3.3646 -0.674 -0.218 -0.395
C 1.2432 4.4276 3.8418 -0.788 -0.499 0.061
Cl 2.6964 3.4065 3.5590 -0.287 0.657 0.041
H -0.8817 4.3361 3.4349 0.142 0.220 0.372
H 0.0044 3.3992 2.3194 0.496 -0.161 0.062
H 1.0654 4.5404 4.9113 0.647 0.215 0.015
H 1.2858 5.4018 3.3549 0.533 -0.146 -0.029
```
Positions in Å, forces in eV/Å.

---

# 4
Molecular formula: C12H23N2O2
Method: DFT, ωB97M-V with the def2-TZVPD basis set

Kohn-Sham gap in eV: 9.8
Lowest unoccupied orbital energy in hartree: -0.096
Total charge: +1
Highest occupied orbital energy in eV: -12.387
Relative energy (zero: lowest compared OMol25 entry of this formula, charge and spin) in kJ/mol: 0.0
Multiplicity: 1

XYZ file:
```
39
Properties=species:S:1:pos:R:3:forces:R:3
C -3.1196 -0.8335 -1.7668 -0.010 0.004 0.112
C -2.2938 0.4459 -1.9373 -0.124 0.122 0.116
C -0.7879 0.2198 -1.8499 0.119 -0.160 -0.296
N -0.2918 0.2782 -0.4623 0.090 -0.036 0.383
C -0.4072 1.3541 0.4032 -0.100 -0.076 -0.296
C 0.1756 1.0029 1.5707 -0.146 0.277 0.068
N 0.6388 -0.2837 1.4045 -0.023 0.315 0.039
C 0.3500 -0.6935 0.1694 -0.021 -0.152 -0.065
H -3.3124 -1.3134 -2.7272 0.110 -0.030 0.073
H -4.0868 -0.6266 -1.3045 0.082 0.000 -0.094
H -2.6028 -1.5533 -1.1225 -0.080 0.033 -0.029
H -2.5002 0.9134 -2.9022 -0.016 -0.050 0.082
H -2.5887 1.1763 -1.1753 0.062 -0.006 -0.147
H -0.5242 -0.7768 -2.2155 -0.008 0.159 -0.058
H -0.2082 0.9315 -2.4393 -0.089 -0.016 0.100
H -0.8990 2.2696 0.1146 0.084 -0.105 0.025
H 0.2576 1.5802 2.4812 0.094 -0.248 0.041
H 1.1267 -0.8138 2.1103 -0.023 -0.094 -0.098
H 0.5984 -1.6608 -0.2421 -0.062 0.137 0.016
C -1.9355 0.3044 6.4632 0.045 0.127 0.025
C -0.8762 0.6098 5.4419 0.007 -0.037 -0.057
O -0.6188 1.7335 5.0767 -0.050 0.037 -0.083
C -0.1308 -0.5618 4.8396 0.026 0.013 -0.052
H -2.3956 1.2278 6.8036 -0.007 -0.008 0.007
H -2.6953 -0.3488 6.0303 0.015 -0.031 0.001
H -1.4970 -0.2226 7.3122 -0.003 -0.031 -0.009
H -0.8252 -1.2135 4.3045 0.001 -0.047 0.053
H 0.3772 -1.1554 5.5996 -0.074 -0.017 0.041
H 0.6084 -0.1516 4.1542 0.086 -0.075 0.053
C 2.9779 -0.9921 -3.4090 -0.097 0.044 0.019
C 2.4552 0.0514 -4.3688 0.106 0.000 -0.130
O 1.3292 0.4896 -4.2836 -0.031 -0.044 0.182
C 3.4071 0.5115 -5.4393 -0.085 0.050 -0.014
H 2.2046 -1.2520 -2.6880 0.013 -0.009 0.002
H 3.2787 -1.8870 -3.9552 0.029 0.003 -0.006
H 3.8599 -0.6151 -2.8888 0.021 -0.014 -0.015
H 3.7223 -0.3370 -6.0488 0.027 -0.010 0.015
H 4.3036 0.9368 -4.9850 0.021 -0.027 0.000
H 2.9257 1.2554 -6.0680 0.009 -0.001 -0.004
```
Positions in Å, forces in eV/Å.

---

# 5
Molecular formula: C12H23N2O2P2SV
Method: DFT, ωB97M-V with the def2-TZVPD basis set

Kohn-Sham gap (alpha / beta) in eV: 7.0 / 7.6
Lowest unoccupied orbital energy (alpha / beta) in hartree: -0.115 / -0.116
Total charge: +1
Highest occupied orbital energy (alpha / beta) in eV: -10.112 / -10.748
Relative energy (zero: lowest compared OMol25 entry of this formula, charge and spin) in kJ/mol: 0.0
Multiplicity: 4

XYZ file:
```
43
Properties=species:S:1:pos:R:3:forces:R:3
V 0.0420 0.2079 0.6919 1.227 1.246 0.236
P 2.2043 -0.8058 1.1337 -0.572 -0.218 0.203
C 2.3405 -1.2453 -0.6552 1.220 -0.156 0.107
C 1.0561 -1.6756 -1.3207 -0.416 0.133 0.182
N -0.0773 -1.1638 -0.7823 0.036 -0.172 -1.517
C -1.2647 -1.4026 -1.3821 0.246 -0.286 0.512
C -1.3678 -2.2828 -2.4518 -0.378 0.148 -0.309
C -0.2162 -2.7840 -3.0610 -0.168 0.152 0.755
C 1.0064 -2.4772 -2.4569 0.283 -0.155 -0.092
C -2.4686 -0.7554 -0.7496 -0.943 -0.251 0.007
P -2.1692 0.7807 0.2070 0.498 0.276 -0.222
H 1.9410 -2.8766 -2.8427 -0.188 0.131 -0.052
H -2.3780 -2.5489 -2.7795 0.497 0.181 -0.188
H -0.2917 -3.4093 -3.9555 0.155 0.188 0.426
H -3.2193 -0.5026 -1.5062 -0.048 -0.472 0.003
H -2.9008 -1.4684 -0.0251 -0.026 0.157 -0.327
H 2.7356 -0.3177 -1.1200 -0.104 -0.592 -0.096
H 3.0907 -2.0403 -0.7016 0.079 0.121 -0.579
H 1.3009 4.0060 -1.2403 0.042 -0.505 -0.221
O 1.6162 3.1750 -1.6440 0.222 0.507 -0.031
H 2.3191 3.4462 -2.2611 -0.425 -0.142 0.364
H -0.5747 4.6555 1.0094 -0.222 0.128 -1.315
O -0.7391 4.6668 0.0307 -0.030 0.723 1.220
H -1.2017 5.5169 -0.1317 0.436 -0.689 0.170
C -2.2337 2.0823 -1.0354 -0.593 0.102 -0.285
H -3.2171 2.0380 -1.5231 0.257 0.376 -0.131
H -2.0221 3.0693 -0.5901 -0.206 -0.495 -0.241
H -1.4372 1.8671 -1.7666 -0.298 0.124 0.150
C -3.5236 0.9332 1.3902 -0.357 -0.063 -0.083
H -3.3590 1.8165 2.0255 -0.054 -0.319 -0.226
H -4.4826 1.0261 0.8632 0.139 0.014 0.231
H -3.5364 0.0328 2.0238 0.041 0.363 -0.165
C 2.1152 -2.4356 1.9427 0.020 -0.076 -0.002
H 3.0448 -2.9885 1.7536 -0.193 0.047 0.094
H 1.9678 -2.3245 3.0271 -0.010 -0.008 -0.367
H 1.2693 -2.9948 1.5184 0.196 0.138 0.209
C 3.7661 -0.0944 1.7092 0.457 -0.015 -0.434
H 3.6917 0.1734 2.7736 -0.140 -0.081 -0.385
H 4.5936 -0.8026 1.5829 -0.083 0.149 0.043
H 3.9742 0.8065 1.1174 0.025 -0.133 0.263
S -0.4161 -0.3307 5.1804 -0.142 0.034 0.389
C -0.5001 -0.2843 3.6058 0.300 -0.216 -2.282
N -0.4787 -0.2884 2.3960 -0.780 -0.398 3.985
```
Positions in Å, forces in eV/Å.